{
  "formula": "C4H39NO15",
  "method": "ωB97M-V with the def2-TZVPD basis set",
  "homo_lumo_gap_ev": 9.75,
  "total_energy_ev": -36986.246,
  "e_above_lowest_kcal_mol": 4.85,
  "symbols": ["C", "C", "N", "C", "C", "O", "H", "H", "H", "H", "H", "H", "H", "H", "H", "H", "H", "H", "H", "O", "H", "H", "O", "H", "H", "O", "H", "H", "O", "H", "H", "O", "H", "H", "O", "H", "H", "O", "H", "H", "O", "H", "H", "O", "H", "H", "O", "H", "H", "O", "H", "H", "O", "H", "H", "O", "H", "H", "O"],
  "coordinates": [[-1.697, -0.711, 2.167], [-0.221, -0.505, 1.813], [0.024, -0.974, 0.440], [1.345, -0.562, -0.064], [1.665, -1.360, -1.346], [3.013, -1.167, -1.765], [-2.366, -0.100, 1.592], [-2.020, -1.747, 2.016], [-1.869, -0.464, 3.228], [0.021, 0.553, 1.964], [0.439, -1.076, 2.460], [-0.693, -0.650, -0.205], [1.384, 0.524, -0.269], [2.119, -0.798, 0.682], [1.022, -1.049, -2.188], [1.518, -2.411, -1.163], [3.639, -1.614, -1.138], [-0.196, -4.202, 1.240], [0.075, -2.859, 0.621], [0.520, -3.726, 0.800], [3.871, -3.079, 0.366], [4.467, -1.813, 0.892], [4.467, -2.367, 0.098], [2.279, -0.820, 2.877], [2.709, 0.566, 2.491], [2.228, 0.095, 3.187], [2.486, -3.435, 3.212], [1.734, -3.090, 1.907], [2.473, -2.805, 2.485], [-2.469, 3.693, -0.801], [-2.198, 3.459, 0.716], [-2.882, 3.379, 0.012], [1.046, 2.897, -0.605], [1.736, 4.112, 0.067], [1.389, 3.232, 0.254], [-0.013, 1.427, -2.242], [1.457, 1.966, -2.441], [0.558, 2.194, -2.090], [-4.102, 1.186, -1.616], [-3.899, 1.986, -0.272], [-4.370, 1.222, -0.682], [-4.596, -0.444, -0.217], [-5.807, -1.361, 0.018], [-4.864, -1.391, -0.187], [0.050, 3.439, 1.337], [-0.673, 2.895, 2.597], [-0.778, 3.516, 1.871], [-4.579, -1.657, -1.870], [-3.594, -2.442, -2.755], [-4.261, -1.750, -2.798], [-3.762, -0.195, -3.194], [-3.997, 1.124, -3.920], [-3.454, 0.765, -3.209], [3.125, 0.510, -2.157], [3.674, 1.552, -3.165], [3.166, 1.481, -2.352], [2.682, 2.151, 0.713], [3.600, 1.241, -0.162], [3.381, 1.458, 0.750]]
}